[1]
A molecular structure, C25H45ClCoNO2P, computed with ωB97M-V/def2-TZVPD.

Last column: Mulliken charge in e.
Cartesian coordinates (Å):
Co -0.143 0.919 2.177  -0.576
P -0.762 -0.390 0.023  0.391
Cl -1.165 2.742 1.476  -0.550
C -1.344 -0.503 1.788  -0.309
H -2.404 -0.284 1.983  0.612
H -1.025 -1.399 2.344  0.478
C 0.161 0.603 -1.356  0.650
C -2.502 -0.583 -0.604  -0.606
C -0.555 1.882 -1.794  -0.241
H 1.100 0.887 -0.841  0.550
C 0.284 2.684 -2.796  -0.928
H -1.527 1.627 -2.249  0.031
H -0.785 2.496 -0.911  -0.121
C 0.677 1.851 -4.029  -0.770
H -0.273 3.575 -3.113  0.393
H 1.191 3.047 -2.295  0.392
C 1.314 0.517 -3.635  -1.196
H -0.217 1.664 -4.641  0.344
H 1.373 2.417 -4.658  0.406
C 0.487 -0.246 -2.598  -0.336
H 1.444 -0.117 -4.522  0.385
H 2.319 0.696 -3.227  0.394
H -0.457 -0.573 -3.064  0.083
H 1.026 -1.162 -2.335  0.032
C 0.198 -1.989 0.109  -0.257
C -2.772 -0.874 -2.082  -0.525
H -2.815 -1.470 -0.029  0.627
C -4.233 -1.329 -2.247  -0.885
H -2.599 0.029 -2.687  0.327
H -2.104 -1.652 -2.472  0.119
C -5.281 -0.440 -1.550  -0.709
H -4.474 -1.401 -3.316  0.412
H -4.315 -2.347 -1.843  0.350
C -4.851 0.095 -0.176  -0.967
H -5.514 0.413 -2.201  0.300
H -6.217 -1.003 -1.438  0.395
C -3.407 0.597 -0.209  -0.367
H -5.528 0.898 0.143  0.385
H -4.936 -0.704 0.576  0.326
H -3.307 1.398 -0.956  0.202
H -3.127 1.061 0.741  0.417
C 1.713 -1.740 0.132  -0.309
H -0.051 -2.412 1.093  0.695
C 2.477 -3.047 0.372  -0.857
H 2.046 -1.289 -0.812  0.162
H 1.964 -1.004 0.915  -0.330
C 2.023 -4.190 -0.546  -0.668
H 3.549 -2.862 0.233  0.397
H 2.339 -3.346 1.421  0.372
C 0.502 -4.356 -0.635  -0.987
H 2.430 -4.027 -1.553  0.287
H 2.462 -5.126 -0.184  0.399
C -0.237 -3.041 -0.911  -0.444
H 0.249 -5.077 -1.418  0.411
H 0.131 -4.767 0.314  0.361
H -0.033 -2.703 -1.936  0.153
H -1.323 -3.201 -0.844  0.244
C 2.343 2.294 2.264  1.452
C 1.171 1.990 3.045  0.143
H 2.289 1.550 1.405  -0.893
C 1.326 1.025 4.222  -1.120
H 0.661 2.880 3.441  0.767
C 2.491 1.522 5.098  -0.864
H 0.411 1.042 4.835  0.278
H 1.523 -0.027 3.943  0.230
C 3.799 1.409 4.323  -0.484
H 2.277 2.566 5.361  0.368
H 2.539 0.957 6.032  0.423
C 3.772 1.910 2.886  -1.085
H 4.591 1.924 4.880  0.292
H 4.079 0.347 4.300  0.260
H 4.430 2.783 2.786  0.352
H 4.221 1.127 2.253  0.231
O 1.733 5.181 0.146  -0.267
N 0.833 4.543 -0.170  0.270
O 2.339 3.533 1.822  -0.900

## Properties
Charge   -1
Spin multiplicity   5
Energy above the lowest of the compared OMol25 structures with the same formula, charge and spin   50.40 kJ/mol
Expectation value of S²   6.04
LUMO level (spin up / spin down)   2.39 / 2.39 eV
Gap between HOMO and LUMO (spin up / spin down)   0.178 / 0.184 hartree



[2]
A molecular structure, C25H45ClIPY, computed with ωB97M-V/def2-TZVPD.

Last column: Mulliken charge in e.
Cartesian coordinates (Å):
Y -1.318 0.022 2.353  -0.258
Cl -3.486 -1.270 2.148  -0.556
P 0.049 0.340 -0.176  0.900
C -0.714 1.915 3.393  -1.272
H 0.393 2.017 3.260  0.398
H -1.084 1.873 4.423  0.640
C 1.428 -0.592 -1.016  0.120
C 0.232 2.130 -0.698  -0.297
C 2.804 -0.017 -0.637  -0.898
H 1.347 -1.595 -0.559  0.513
C 3.942 -0.945 -1.094  -0.922
H 2.938 0.965 -1.117  0.188
H 2.871 0.149 0.448  0.293
C 3.857 -1.294 -2.583  -0.696
H 4.905 -0.472 -0.872  0.403
H 3.899 -1.867 -0.500  0.371
C 2.456 -1.739 -3.019  -1.033
H 4.149 -0.414 -3.171  0.322
H 4.579 -2.083 -2.818  0.391
C 1.344 -0.794 -2.539  -0.295
H 2.409 -1.828 -4.111  0.399
H 2.254 -2.740 -2.614  0.388
H 1.447 0.173 -3.051  0.156
H 0.371 -1.207 -2.836  0.040
C -1.569 -0.319 -0.901  0.200
C 0.651 2.439 -2.140  -0.602
H -0.785 2.530 -0.539  0.497
C 0.474 3.941 -2.412  -0.952
H 1.707 2.170 -2.296  0.331
H 0.064 1.869 -2.874  0.159
C 1.225 4.817 -1.402  -0.759
H 0.811 4.169 -3.432  0.395
H -0.598 4.177 -2.372  0.365
C 1.019 4.393 0.059  -0.746
H 2.298 4.779 -1.631  0.309
H 0.915 5.862 -1.527  0.403
C 1.167 2.879 0.268  0.028
H 1.732 4.923 0.703  0.413
H 0.012 4.688 0.388  0.235
H 2.210 2.577 0.089  0.297
H 0.928 2.633 1.310  -0.446
C -1.581 -1.858 -0.929  -0.065
H -2.337 -0.001 -0.160  0.636
C -2.948 -2.390 -1.386  -0.770
H -0.794 -2.227 -1.602  0.180
H -1.364 -2.268 0.070  -0.390
C -3.410 -1.771 -2.708  -0.715
H -2.891 -3.482 -1.482  0.405
H -3.674 -2.173 -0.592  0.257
C -3.315 -0.240 -2.732  -1.027
H -2.798 -2.177 -3.524  0.273
H -4.444 -2.072 -2.907  0.381
C -1.957 0.288 -2.257  -0.553
H -3.507 0.132 -3.747  0.410
H -4.094 0.179 -2.081  0.399
H -1.189 0.040 -3.007  0.047
H -1.999 1.385 -2.191  0.242
C 0.534 -1.430 3.054  0.330
C -0.085 -0.713 3.984  -0.773
H 1.220 -0.913 2.385  0.409
C -1.420 -1.022 4.748  0.271
H 0.394 0.145 4.506  0.320
C -1.279 -2.504 5.137  -1.060
H -1.492 -0.338 5.595  0.290
H -2.432 -0.881 4.213  0.094
C -0.954 -3.323 3.909  -0.449
H -0.470 -2.600 5.855  0.362
H -2.161 -2.844 5.676  0.413
C 0.346 -2.855 3.081  -1.225
H -0.808 -4.382 4.190  0.474
H -1.836 -3.270 3.241  0.121
H 1.194 -3.334 3.570  0.472
H 0.295 -3.266 2.066  0.026
I -2.078 2.910 2.122  -0.204

## Properties
Charge   -1
Energy above the lowest of the compared OMol25 structures with the same formula, charge and spin   0.00 kJ/mol
LUMO level   2.43 eV
Gap between HOMO and LUMO   0.121 hartree



[3]
3 unconnected molecules or ions with the total composition C25H45F13N3O9P2S, computed with ωB97M-V/def2-TZVPD.

Last column: Mulliken charge in e.
Cartesian coordinates (Å):
N 6.493 -0.670 -0.084  -0.697
C 6.508 -1.806 0.852  -0.841
C 6.107 -3.107 0.136  -0.155
O 6.675 -4.177 0.888  -0.607
C 4.565 -3.157 0.146  -0.239
C 3.931 -4.061 -0.863  0.958
C 4.512 -5.304 -1.146  -0.664
C 3.935 -6.111 -2.072  -0.447
C 2.772 -5.647 -2.700  -0.401
N 2.226 -4.496 -2.441  -1.024
N 2.813 -3.751 -1.518  0.958
C 2.133 -2.461 -1.228  -1.277
C 0.638 -2.570 -1.550  -0.850
C -0.049 -1.302 -1.061  0.850
F 0.486 -0.299 -1.833  -0.360
F 0.266 -0.982 0.210  -0.300
C -1.575 -1.222 -1.322  0.531
F -1.893 0.085 -1.182  -0.354
F -1.846 -1.533 -2.597  -0.309
C -2.552 -1.949 -0.331  0.760
F -3.781 -1.567 -0.747  -0.264
F -2.400 -1.413 0.882  -0.257
C -2.574 -3.525 -0.382  0.440
F -2.028 -3.975 -1.519  -0.230
F -3.844 -3.920 -0.427  -0.285
S -1.787 -4.453 1.096  1.402
F -2.845 -5.620 0.981  -0.299
F -0.847 -5.305 0.119  -0.327
F -0.666 -3.326 1.208  -0.278
F -2.754 -3.710 2.088  -0.276
F -1.108 -5.179 2.311  -0.295
H 5.582 -0.234 0.027  0.273
H 7.122 0.021 0.313  0.296
H 5.774 -1.661 1.654  0.329
H 7.481 -1.976 1.306  0.490
H 6.495 -3.079 -0.885  0.532
H 7.127 -4.780 0.292  0.376
H 4.210 -2.133 0.073  0.320
H 4.270 -3.532 1.133  0.302
H 5.401 -5.622 -0.627  0.430
H 4.335 -7.085 -2.312  0.465
H 2.286 -6.263 -3.445  0.442
H 2.188 -2.267 -0.161  0.772
H 2.593 -1.663 -1.807  0.174
H 0.458 -2.605 -2.620  0.457
H 0.268 -3.461 -1.053  0.447
O -7.145 1.144 -4.093  -0.769
P -8.131 1.366 -3.026  0.922
O -8.490 2.924 -2.915  -0.295
C -9.099 3.594 -4.028  -0.340
C -10.561 3.228 -4.186  -0.977
O -7.278 1.195 -1.652  -0.253
C -5.966 0.641 -1.644  -0.277
C -4.940 1.748 -1.533  -0.862
O -9.471 0.739 -2.465  -0.259
C -9.564 -0.215 -1.388  -0.147
C -9.868 0.502 -0.095  -1.089
H -8.539 3.376 -4.941  0.304
H -9.000 4.660 -3.829  0.307
H -10.677 2.180 -4.471  0.256
H -11.027 3.844 -4.956  0.403
H -11.095 3.370 -3.246  0.257
H -5.790 0.020 -2.522  0.367
H -5.905 -0.013 -0.769  0.280
H -5.055 2.462 -2.349  0.319
H -3.928 1.347 -1.555  0.028
H -5.078 2.297 -0.600  0.305
H -8.668 -0.828 -1.320  0.247
H -10.389 -0.882 -1.640  0.349
H -9.102 1.239 0.138  0.274
H -9.934 -0.212 0.726  0.385
H -10.816 1.037 -0.174  0.303
O 4.911 1.952 2.051  -0.651
P 5.286 3.164 2.834  0.965
O 4.391 3.057 4.181  -0.369
C 4.652 2.026 5.136  -0.258
C 5.904 2.299 5.949  -0.996
O 4.403 4.299 2.068  -0.341
C 3.900 4.128 0.744  -0.252
C 2.431 3.766 0.781  -1.147
O 6.364 4.182 3.393  -0.310
C 6.720 5.451 2.794  -0.152
C 5.954 6.560 3.472  -1.093
H 4.719 1.059 4.628  0.206
H 3.782 1.994 5.792  0.319
H 6.798 2.250 5.323  0.253
H 6.008 1.565 6.749  0.405
H 5.867 3.296 6.384  0.254
H 4.477 3.385 0.194  0.273
H 4.034 5.084 0.233  0.347
H 2.269 2.863 1.370  0.266
H 2.046 3.605 -0.227  0.385
H 1.857 4.565 1.249  0.310
H 6.570 5.441 1.717  0.268
H 7.788 5.583 2.966  0.344
H 4.880 6.408 3.391  0.275
H 6.211 7.520 3.024  0.391
H 6.195 6.591 4.535  0.303

## Properties
Charge   +1
LUMO level   -4.55 eV
Gap between HOMO and LUMO   0.256 hartree



[4]
3 unconnected molecules or ions with the total composition C25H45F4N3O12P, computed with ωB97M-V/def2-TZVPD.

Last column: Mulliken charge in e.
Cartesian coordinates (Å):
C -2.976 -0.606 4.197  -0.700
C -1.785 0.239 3.475  -0.522
N -1.773 0.186 1.999  0.023
C -1.484 -1.117 1.368  0.945
C -0.645 -2.146 2.316  -1.859
C -0.266 -0.695 0.334  -1.417
N -0.731 -0.665 -1.128  1.396
C 0.096 -1.787 -1.715  -0.832
N 1.540 -1.421 -1.886  -0.337
P -0.208 0.883 -1.861  0.682
O 0.081 0.763 -3.377  -0.684
O 1.225 1.500 -1.175  -0.459
O -1.381 2.110 -1.705  -0.586
C -2.232 -0.893 -0.950  -1.595
C -3.151 -0.963 -2.251  0.708
F -2.328 -0.940 -3.442  -0.313
F -3.885 -2.190 -2.381  -0.284
C -4.114 0.331 -2.449  0.133
F -4.819 0.695 -1.278  -0.226
F -5.072 -0.056 -3.447  -0.291
C -2.602 -1.808 0.359  0.622
C -3.997 -1.562 1.093  -0.726
C -5.302 -2.094 0.332  -0.214
C -6.356 -2.621 1.461  -0.703
O -7.685 -2.841 0.936  -0.347
C -8.390 -1.630 0.703  0.595
C -8.236 -0.272 1.524  -0.697
O -9.190 -1.607 -0.273  -0.548
O -2.279 -3.119 -0.132  -0.141
C -2.719 -4.204 0.703  0.391
C -2.218 -5.570 -0.039  -1.157
H -2.696 -1.685 4.421  0.192
H -3.108 -0.097 5.229  0.419
H -3.986 -0.477 3.674  0.078
H -0.761 0.050 3.976  0.237
H -2.025 1.337 3.757  0.460
H -2.479 0.760 1.536  0.371
H -1.337 -2.715 3.044  0.161
H -0.147 -2.981 1.690  0.440
H 0.205 -1.605 2.874  0.476
H 0.075 0.314 0.785  0.246
H 0.655 -1.340 0.571  0.206
H 0.098 -2.712 -1.021  0.444
H -0.258 -2.166 -2.728  0.548
H 2.087 -1.705 -1.056  0.114
H 1.869 -2.023 -2.661  0.318
H 1.762 1.826 -1.938  0.358
H -1.047 2.854 -2.260  0.395
H -2.524 0.150 -0.529  0.568
H -3.539 1.206 -2.892  0.268
H -3.943 -2.162 2.082  0.552
H -4.208 -0.487 1.400  0.434
H -5.084 -3.004 -0.332  0.205
H -5.871 -1.317 -0.274  0.348
H -5.963 -3.661 1.778  0.266
H -6.324 -1.980 2.406  0.239
H -7.846 0.563 0.833  0.199
H -7.656 -0.358 2.501  0.275
H -9.306 0.061 1.808  0.325
H -3.845 -4.334 0.813  -0.110
H -2.273 -4.254 1.750  0.120
H -3.098 -5.854 -0.736  0.345
H -2.115 -6.446 0.685  0.346
H -1.318 -5.400 -0.714  0.258
C 6.142 1.920 0.334  -1.402
C 6.013 0.468 -0.073  0.514
C 5.293 0.272 -1.374  -0.170
O 4.733 -1.028 -1.215  -0.319
C 4.554 -1.215 0.120  0.715
O 3.919 -2.115 0.599  -0.597
O 5.183 -0.248 0.841  -0.355
H 5.163 2.364 0.526  0.334
H 6.710 2.001 1.264  0.398
H 6.652 2.502 -0.437  0.254
H 6.998 -0.010 -0.084  0.226
H 5.967 0.302 -2.231  0.350
H 4.479 0.985 -1.535  0.075
C 9.853 6.217 -1.056  -1.414
C 8.518 6.234 -1.770  0.488
C 7.351 6.466 -0.857  -0.478
O 6.292 5.810 -1.546  -0.299
C 6.862 4.821 -2.289  0.670
O 6.251 3.945 -2.839  -0.557
O 8.217 4.953 -2.323  -0.327
H 9.915 5.378 -0.359  0.354
H 10.664 6.086 -1.776  0.349
H 10.021 7.148 -0.510  0.377
H 8.537 6.961 -2.590  0.251
H 7.130 7.526 -0.726  0.319
H 7.466 6.000 0.127  0.289

## Properties
Charge   +1
LUMO level   -3.21 eV
Gap between HOMO and LUMO   0.323 hartree